one:
{
  "formula": "C18H54O18",
  "method": "ωB97M-V with the def2-TZVPD basis set",
  "symbols": ["O", "C", "C", "O", "H", "H", "H", "H", "H", "H", "O", "C", "C", "O", "H", "H", "H", "H", "H", "H", "O", "C", "C", "O", "H", "H", "H", "H", "H", "H", "O", "C", "C", "O", "H", "H", "H", "H", "H", "H", "O", "C", "C", "O", "H", "H", "H", "H", "H", "H", "O", "C", "C", "O", "H", "H", "H", "H", "H", "H", "O", "C", "C", "O", "H", "H", "H", "H", "H", "H", "O", "C", "C", "O", "H", "H", "H", "H", "H", "H", "O", "C", "C", "O", "H", "H", "H", "H", "H", "H"],
  "positions_angstrom": [[10.668, -17.977, 7.013], [9.987, -18.281, 5.797], [10.945, -18.773, 4.731], [11.769, -17.718, 4.354], [11.477, -17.439, 6.872], [9.198, -18.927, 6.069], [9.567, -17.340, 5.424], [10.388, -19.251, 3.941], [11.627, -19.508, 5.167], [11.516, -17.160, 3.587], [12.001, -11.610, 5.240], [11.876, -11.009, 3.927], [10.753, -9.981, 3.943], [10.965, -9.021, 5.021], [11.674, -11.047, 5.944], [12.846, -10.573, 3.678], [11.619, -11.738, 3.154], [9.876, -10.492, 4.232], [10.728, -9.499, 2.980], [11.217, -8.255, 4.509], [15.806, -16.830, 1.638], [15.704, -18.202, 2.036], [14.424, -18.451, 2.714], [14.289, -17.645, 3.849], [16.424, -16.323, 2.161], [15.772, -18.835, 1.154], [16.539, -18.451, 2.698], [14.436, -19.541, 2.965], [13.633, -18.253, 1.991], [13.380, -17.720, 4.237], [17.304, -14.826, 3.027], [17.107, -13.529, 2.470], [18.433, -13.076, 1.828], [19.548, -12.713, 2.694], [16.764, -14.846, 3.826], [16.299, -13.554, 1.668], [16.891, -12.804, 3.242], [18.165, -12.197, 1.249], [18.752, -13.908, 1.189], [19.920, -13.553, 2.987], [10.931, -16.084, 2.076], [9.660, -15.650, 1.662], [9.307, -14.226, 2.025], [9.997, -13.270, 1.288], [11.441, -15.296, 2.377], [9.514, -15.888, 0.607], [8.939, -16.305, 2.164], [9.402, -14.066, 3.082], [8.246, -14.074, 1.790], [10.938, -13.228, 1.556], [15.539, -11.925, 5.222], [16.423, -11.956, 6.426], [17.696, -11.411, 6.005], [17.439, -10.005, 5.865], [15.475, -10.932, 5.134], [16.034, -11.375, 7.245], [16.478, -13.007, 6.678], [17.949, -11.915, 5.079], [18.449, -11.635, 6.752], [18.106, -9.638, 5.305], [13.469, -14.903, 2.749], [13.932, -13.929, 3.764], [14.184, -14.578, 5.084], [15.484, -15.255, 5.044], [14.080, -15.672, 2.874], [14.829, -13.440, 3.435], [13.196, -13.135, 3.827], [13.343, -15.257, 5.324], [14.168, -13.781, 5.827], [15.274, -16.155, 4.855], [14.503, -15.003, -0.812], [14.395, -13.645, -0.872], [12.990, -13.232, -0.544], [12.828, -13.160, 0.909], [14.805, -15.431, 0.001], [14.985, -13.250, -0.077], [14.771, -13.352, -1.842], [12.285, -13.931, -1.046], [12.856, -12.210, -0.890], [13.248, -13.937, 1.300], [15.473, -19.770, 5.398], [15.321, -19.785, 6.768], [15.121, -18.399, 7.376], [13.998, -17.709, 6.782], [15.006, -18.915, 5.189], [14.615, -20.456, 7.268], [16.283, -20.172, 7.115], [15.993, -17.744, 7.314], [14.996, -18.440, 8.414], [14.364, -16.846, 6.529]],
  "smiles": "OCCO.OCCO.OCCO.OCCO.OCCO.OCCO.OCCO.OCCO.OCCO",
  "e_homo_ev": -9.8
}

---

two:
{
  "formula": "C18H54O18",
  "method": "ωB97M-V with the def2-TZVPD basis set",
  "symbols": ["O", "C", "C", "O", "H", "H", "H", "H", "H", "H", "O", "C", "C", "O", "H", "H", "H", "H", "H", "H", "O", "C", "C", "O", "H", "H", "H", "H", "H", "H", "O", "C", "C", "O", "H", "H", "H", "H", "H", "H", "O", "C", "C", "O", "H", "H", "H", "H", "H", "H", "O", "C", "C", "O", "H", "H", "H", "H", "H", "H", "O", "C", "C", "O", "H", "H", "H", "H", "H", "H", "O", "C", "C", "O", "H", "H", "H", "H", "H", "H", "O", "C", "C", "O", "H", "H", "H", "H", "H", "H"],
  "positions_angstrom": [[15.167, -2.750, -17.585], [15.925, -3.562, -16.642], [15.596, -5.023, -16.627], [16.257, -5.657, -17.669], [15.697, -1.956, -17.763], [16.992, -3.298, -16.587], [15.586, -3.176, -15.648], [14.501, -5.057, -16.757], [15.859, -5.427, -15.650], [16.125, -6.608, -17.583], [14.561, 7.277, -15.467], [15.535, 6.810, -14.489], [16.089, 5.525, -15.019], [15.113, 4.467, -15.089], [13.699, 7.450, -15.087], [16.307, 7.581, -14.423], [15.009, 6.721, -13.545], [16.823, 5.218, -14.251], [16.624, 5.660, -15.965], [14.341, 4.808, -15.571], [11.018, -1.462, -17.296], [11.758, -2.656, -16.866], [12.186, -2.585, -15.410], [11.042, -2.648, -14.509], [11.219, -0.737, -16.686], [11.086, -3.514, -16.982], [12.665, -2.716, -17.483], [12.737, -1.650, -15.293], [12.781, -3.433, -15.056], [10.965, -3.554, -14.215], [12.742, -0.984, -21.092], [12.819, -0.208, -19.901], [13.795, 0.924, -20.032], [13.668, 1.771, -18.914], [13.621, -1.357, -21.249], [11.830, 0.237, -19.810], [13.023, -0.786, -18.996], [13.630, 1.510, -20.925], [14.803, 0.474, -20.050], [14.099, 1.383, -18.144], [16.736, -4.650, -13.404], [15.691, -3.868, -12.905], [14.362, -4.525, -13.170], [14.416, -5.943, -12.917], [16.603, -5.545, -13.059], [15.749, -3.676, -11.823], [15.712, -2.914, -13.431], [14.133, -4.450, -14.239], [13.508, -4.087, -12.643], [14.424, -6.110, -11.967], [13.294, -0.433, -9.496], [14.470, -1.049, -9.080], [15.572, -1.236, -10.108], [16.285, -0.072, -10.411], [13.456, 0.511, -9.670], [14.888, -0.471, -8.217], [14.187, -1.937, -8.501], [15.036, -1.608, -10.984], [16.261, -2.012, -9.766], [16.852, 0.207, -9.687], [13.501, 2.172, -10.550], [13.823, 3.310, -9.682], [13.016, 4.508, -10.111], [13.344, 5.631, -9.206], [14.348, 1.759, -10.787], [13.386, 2.982, -8.729], [14.882, 3.540, -9.638], [11.951, 4.295, -9.998], [13.292, 4.829, -11.112], [12.833, 5.526, -8.397], [16.836, -0.235, -17.318], [17.749, 0.700, -17.819], [17.534, 2.119, -17.355], [16.153, 2.537, -17.512], [17.247, -0.694, -16.575], [18.775, 0.317, -17.690], [17.730, 0.692, -18.919], [18.218, 2.775, -17.922], [17.865, 2.302, -16.326], [15.982, 2.650, -18.459], [14.417, 0.505, -15.870], [14.815, 1.147, -14.718], [15.444, 0.146, -13.724], [14.782, -1.152, -13.912], [15.130, 0.331, -16.504], [15.415, 2.055, -14.847], [13.926, 1.547, -14.225], [15.270, 0.526, -12.711], [16.550, 0.064, -13.759], [14.486, -1.111, -14.849]],
  "smiles": "OCCO.OCCO.OCCO.OCCO.OCCO.OCCO.OCCO.OCCO.OCCO",
  "e_homo_ev": -9.6
}

---

The energy of each structure relative to the most stable one, in hartree, is as follows: one 0.0000; two 0.0608.

---

one:
{
  "formula": "C34H41ClGeI2N3O2RuS2Si",
  "method": "ωB97M-V with the def2-TZVPD basis set",
  "symbols": ["Ru", "C", "Si", "C", "C", "C", "C", "C", "C", "N", "C", "S", "H", "H", "H", "H", "H", "H", "H", "H", "H", "H", "H", "H", "I", "C", "I", "H", "H", "Cl", "S", "C", "N", "C", "C", "C", "N", "H", "H", "H", "H", "H", "H", "H", "H", "O", "C", "O", "C", "C", "Ge", "C", "C", "C", "C", "C", "C", "C", "C", "C", "C", "C", "C", "C", "C", "C", "C", "C", "C", "H", "H", "H", "H", "H", "H", "H", "H", "H", "H", "H", "H", "H", "H", "H", "H", "H", "H", "H"],
  "positions_angstrom": [[2.359, -1.109, -1.487], [-2.436, -5.826, -2.767], [-0.818, -5.191, -3.518], [-1.212, -3.899, -4.830], [0.123, -6.574, -4.405], [0.250, -4.720, -2.011], [0.748, -5.724, -1.196], [1.586, -5.428, -0.125], [1.959, -4.118, 0.067], [1.493, -3.120, -0.681], [0.620, -3.401, -1.666], [-0.018, -2.003, -2.425], [-3.108, -6.181, -3.552], [-2.949, -5.031, -2.222], [-2.267, -6.651, -2.073], [-1.706, -4.386, -5.675], [-0.307, -3.416, -5.198], [-1.871, -3.117, -4.456], [-0.417, -6.874, -5.305], [0.255, -7.465, -3.788], [1.112, -6.231, -4.712], [0.477, -6.755, -1.395], [1.953, -6.200, 0.536], [2.636, -3.856, 0.870], [3.206, 0.226, 1.317], [4.331, -1.580, 1.488], [4.934, -2.408, -0.417], [3.695, -2.308, 1.977], [5.226, -1.385, 2.064], [2.920, -1.950, -3.635], [4.440, 0.679, -1.991], [3.752, 2.233, -1.924], [2.971, 2.689, -2.897], [2.242, 3.943, -2.789], [3.085, 4.953, -2.023], [3.498, 4.355, -0.687], [4.091, 3.045, -0.915], [2.590, 1.977, -3.503], [1.283, 3.779, -2.286], [2.039, 4.306, -3.796], [2.517, 5.868, -1.863], [3.977, 5.180, -2.610], [2.629, 4.265, -0.025], [4.237, 4.984, -0.191], [4.692, 2.646, -0.214], [1.146, 0.795, -2.433], [0.398, 0.858, -1.429], [0.591, 0.143, -0.415], [-0.718, 1.897, -1.407], [-0.657, 2.715, -0.104], [-1.324, 1.861, 1.591], [-0.524, 2.951, 3.041], [0.476, 3.890, 2.801], [0.993, 4.670, 3.827], [0.515, 4.521, 5.119], [-0.481, 3.590, 5.378], [-0.995, 2.817, 4.347], [-1.286, -0.020, 2.201], [-0.545, -0.406, 3.311], [-0.544, -1.730, 3.734], [-1.291, -2.677, 3.052], [-2.045, -2.298, 1.948], [-2.042, -0.978, 1.530], [-3.277, 2.217, 1.594], [-4.058, 1.642, 2.597], [-5.417, 1.899, 2.690], [-6.030, 2.731, 1.764], [-5.274, 3.299, 0.750], [-3.911, 3.047, 0.673], [-1.678, 1.381, -1.494], [-0.586, 2.523, -2.289], [-1.264, 3.618, -0.197], [0.382, 3.027, 0.032], [0.859, 4.023, 1.796], [1.768, 5.397, 3.618], [0.913, 5.129, 5.921], [-0.859, 3.469, 6.386], [-1.781, 2.100, 4.557], [0.030, 0.335, 3.854], [0.031, -2.019, 4.607], [-1.297, -3.707, 3.384], [-2.622, -3.040, 1.409], [-2.644, -0.684, 0.677], [-3.594, 0.969, 3.310], [-6.000, 1.447, 3.483], [-7.092, 2.931, 1.829], [-5.746, 3.940, 0.017], [-3.340, 3.503, -0.128]],
  "e_homo_ev": [-7.7, -7.7],
  "s_squared": 1.199,
  "multiplicity": 2
}

---

two:
{
  "formula": "C34H41ClGeI2N3O2RuS2Si",
  "method": "ωB97M-V with the def2-TZVPD basis set",
  "symbols": ["Ru", "C", "Si", "C", "C", "C", "C", "C", "C", "N", "C", "S", "H", "H", "H", "H", "H", "H", "H", "H", "H", "H", "H", "H", "I", "C", "I", "H", "H", "Cl", "S", "C", "N", "C", "C", "C", "N", "H", "H", "H", "H", "H", "H", "H", "H", "O", "C", "O", "C", "C", "Ge", "C", "C", "C", "C", "C", "C", "C", "C", "C", "C", "C", "C", "C", "C", "C", "C", "C", "C", "H", "H", "H", "H", "H", "H", "H", "H", "H", "H", "H", "H", "H", "H", "H", "H", "H", "H", "H"],
  "positions_angstrom": [[0.409, -0.322, 0.291], [-5.321, 3.742, 1.605], [-3.757, 3.165, 2.533], [-4.147, 2.760, 4.361], [-2.446, 4.536, 2.427], [-3.313, 1.460, 1.794], [-4.285, 0.483, 1.650], [-3.980, -0.792, 1.183], [-2.660, -1.081, 0.904], [-1.725, -0.154, 0.999], [-2.016, 1.091, 1.403], [-0.681, 2.166, 1.300], [-5.689, 4.677, 2.014], [-6.125, 3.017, 1.676], [-5.114, 3.903, 0.551], [-4.557, 3.618, 4.885], [-3.249, 2.449, 4.888], [-4.868, 1.950, 4.437], [-2.835, 5.477, 2.807], [-2.127, 4.701, 1.403], [-1.560, 4.290, 3.002], [-5.311, 0.714, 1.892], [-4.735, -1.551, 1.054], [-2.321, -2.065, 0.602], [-1.212, 0.969, -2.109], [-0.651, -0.782, -3.283], [0.533, -2.210, -2.163], [-0.071, -0.436, -4.134], [-1.568, -1.277, -3.594], [1.151, -0.065, 2.604], [2.223, 1.040, -0.932], [3.515, 0.152, -0.253], [3.791, 0.248, 1.038], [4.786, -0.591, 1.677], [5.886, -0.934, 0.678], [5.232, -1.516, -0.570], [4.314, -0.521, -1.084], [3.025, 0.558, 1.647], [4.306, -1.507, 2.038], [5.190, -0.044, 2.532], [6.582, -1.647, 1.114], [6.441, -0.036, 0.397], [4.674, -2.424, -0.317], [5.968, -1.746, -1.341], [4.023, -0.577, -2.049], [2.157, -2.038, 0.606], [1.328, -2.830, 1.096], [0.086, -2.714, 0.936], [1.829, -4.007, 1.899], [1.091, -5.242, 1.442], [-0.928, -5.074, 1.395], [-2.186, -3.938, 2.449], [-3.532, -4.236, 2.261], [-4.519, -3.520, 2.913], [-4.172, -2.501, 3.786], [-2.834, -2.211, 3.998], [-1.850, -2.922, 3.329], [-1.297, -6.861, 2.235], [-0.834, -7.025, 3.536], [-0.889, -8.250, 4.171], [-1.425, -9.340, 3.506], [-1.925, -9.184, 2.226], [-1.865, -7.951, 1.597], [-1.534, -5.218, -0.495], [-0.905, -6.178, -1.279], [-1.264, -6.378, -2.598], [-2.266, -5.610, -3.167], [-2.913, -4.658, -2.399], [-2.551, -4.470, -1.074], [1.626, -3.784, 2.948], [2.908, -4.102, 1.762], [1.335, -6.098, 2.070], [1.405, -5.475, 0.422], [-3.806, -5.043, 1.594], [-5.560, -3.754, 2.731], [-4.944, -1.937, 4.292], [-2.562, -1.415, 4.678], [-0.811, -2.668, 3.486], [-0.408, -6.173, 4.052], [-0.514, -8.362, 5.179], [-1.445, -10.310, 3.983], [-2.362, -10.029, 1.712], [-2.246, -7.833, 0.591], [-0.123, -6.789, -0.845], [-0.771, -7.141, -3.183], [-2.543, -5.757, -4.202], [-3.705, -4.061, -2.833], [-3.067, -3.727, -0.483]],
  "e_homo_ev": [-7.8, -7.9],
  "s_squared": 1.237,
  "multiplicity": 2
}

---

The energy of each structure relative to the most stable one, in hartree, is as follows: one 0.0256; two 0.0000.